# 1
BCd2H36O20P | ωB97M-V/def2-TZVPD

Computed properties:
Kohn-Sham gap ... 2.377 eV
HOMO ... -0.2837 hartree
Energy above the lowest of the compared OMol25 structures with the same formula, charge and spin ... 17.920 eV
LUMO level ... -5.3 eV
F_max ... 5.27 eV Å⁻¹

Geometry (Å):
Cd  -1.8447  -3.7953  -0.1708
Cd  1.7291  3.9812  -0.5415
P  0.1354  -0.0870  -0.0764
O  0.5937  -1.4558  -0.5873
O  -1.2386  -0.4679  0.5111
O  -0.0772  1.0026  -1.2195
O  1.0885  0.7923  0.7615
B  1.4192  6.8729  -2.8685
H  1.9905  6.0063  -3.1630
H  0.6134  6.4864  -2.2639
H  2.0551  7.5010  -2.2640
H  1.0757  7.4209  -3.7322
O  3.3171  5.9618  2.0464
H  3.7122  6.7567  1.6883
H  3.0134  6.2163  2.9177
O  -2.9284  -3.4967  -3.9960
H  -3.5699  -2.8391  -4.2648
H  -2.9062  -4.1208  -4.7213
O  -3.5590  3.3130  -3.4698
H  -2.7588  2.9280  -3.1123
H  -3.2591  4.0803  -3.9573
O  -1.3586  4.9340  2.0419
H  -1.7360  5.7988  2.2030
H  -1.8360  4.3502  2.6313
O  -3.3088  1.5652  4.2061
H  -4.1949  1.3196  4.4722
H  -3.0944  0.9587  3.4972
O  -5.7450  0.7473  0.0540
H  -4.8925  0.5902  0.4600
H  -6.3638  0.2618  0.5996
O  2.3944  -3.6619  -4.8349
H  2.2197  -3.4477  -3.9185
H  2.5944  -4.5980  -4.8286
O  -5.2635  -4.4767  0.6989
H  -6.0077  -4.4621  0.0971
H  -5.5496  -5.0360  1.4210
O  4.7055  -3.9168  -0.6370
H  3.7910  -3.6755  -0.7841
H  4.6623  -4.7732  -0.2117
O  0.7656  0.2770  -5.9325
H  0.6206  0.5991  -5.0429
H  1.0957  -0.6137  -5.8145
O  -2.1649  -2.1679  6.6041
H  -1.7410  -2.0208  7.4496
H  -2.0717  -1.3355  6.1408
O  5.3528  -0.6565  1.8095
H  5.1589  -1.3471  1.1757
H  4.5721  -0.1028  1.8074
O  -0.7621  -7.3080  -1.1267
H  -0.9922  -8.0965  -0.6351
H  0.0420  -7.5408  -1.5908
O  1.9906  0.9475  5.5546
H  2.3296  0.0546  5.6187
H  1.8372  1.0793  4.6190
O  -0.7028  -4.9836  3.2924
H  -1.1093  -4.6565  4.0949
H  0.1608  -5.2904  3.5686
O  5.0076  2.7169  -1.9660
H  5.3099  1.8295  -1.7723
H  5.6832  3.0810  -2.5381

Atomic forces in eV per Å
0.1 0.6 0.1
-0.6 0.2 -0.9
0.4 1.1 -1.3
0.1 1.0 0.3
0.2 -0.2 0.6
0.5 -0.5 0.5
-0.7 -0.9 0.0
0.8 0.0 1.1
3.2 -3.6 -1.9
-4.3 -1.0 2.9
2.4 2.1 2.7
-1.9 1.3 -3.6
-0.1 -0.4 -0.3
0.1 0.2 -0.2
-0.2 0.0 0.3
0.1 -0.1 0.3
-0.1 0.3 0.0
0.1 -0.2 -0.2
-0.2 -0.1 0.0
0.2 -0.2 0.1
0.1 0.2 -0.1
0.3 0.0 -0.2
-0.1 0.2 0.0
-0.1 -0.3 0.2
0.2 0.2 0.1
-0.2 0.0 0.1
0.2 -0.2 -0.3
-0.1 0.1 -0.1
0.3 0.0 0.0
-0.2 -0.1 0.1
0.0 0.1 -0.2
-0.1 0.1 0.3
0.1 -0.2 -0.1
0.3 0.1 0.0
-0.2 0.1 -0.2
0.0 -0.2 0.2
0.2 0.1 0.0
-0.3 0.2 0.0
0.1 -0.2 0.1
0.0 0.1 -0.2
-0.1 0.1 0.2
0.1 -0.3 0.0
-0.1 -0.3 -0.1
0.1 0.0 0.2
0.0 0.3 -0.2
0.2 0.1 0.1
0.0 -0.3 -0.2
-0.3 0.1 0.0
-0.1 0.3 0.0
-0.1 -0.2 0.2
0.2 0.0 -0.2
0.0 0.2 0.2
0.1 -0.2 0.0
-0.1 0.0 -0.3
-0.1 -0.1 -0.3
-0.2 0.2 0.2
0.2 -0.1 0.0
-0.4 0.1 0.2
0.0 -0.3 0.1
0.1 0.2 -0.2

=====

# 2
BCsF4 | ωB97M-V/def2-TZVPD

Computed properties:
Kohn-Sham gap ... 7.484 eV
HOMO ... -0.3451 hartree
Energy above the lowest of the compared OMol25 structures with the same formula, charge and spin ... 2.014 eV
LUMO level ... -1.9 eV
F_max ... 4.23 eV Å⁻¹

Geometry (Å):
Cs  -1.5031  12.1990  11.0036
B  1.6345  7.7191  9.8000
F  2.7456  7.9380  10.6134
F  0.9326  6.7601  10.4259
F  0.9515  8.8403  9.6083
F  2.0088  7.2257  8.6066

Atomic forces in eV per Å
0.3 -0.4 -0.1
2.1 -1.6 0.8
1.2 0.9 0.6
-2.4 -1.8 1.5
-2.3 3.6 -0.1
1.0 -0.7 -2.7

=====

# 3
BF4H28O14 | ωB97M-V/def2-TZVPD

Computed properties:
Kohn-Sham gap ... 9.101 eV
HOMO ... -0.2609 hartree
Energy above the lowest of the compared OMol25 structures with the same formula, charge and spin ... 1.045 eV
LUMO level ... 2.0 eV
F_max ... 1.00 eV Å⁻¹
Charge ... -1

Geometry (Å):
B  -4.1773  29.2007  10.0620
F  -4.0550  30.1669  9.0729
F  -5.2841  28.3919  9.6787
F  -3.0431  28.3937  10.1384
F  -4.4697  29.7433  11.3136
O  -8.4633  27.6963  9.7991
H  -8.4103  28.4996  10.3248
H  -7.6145  27.6422  9.3481
O  -6.7396  31.3208  10.5396
H  -6.3108  30.4685  10.4008
H  -6.9584  31.6286  9.6495
O  -6.0829  25.9086  9.6323
H  -5.6367  25.4721  8.9016
H  -5.6183  26.7584  9.7294
O  -3.8549  27.7487  12.9572
H  -3.9979  27.7122  12.0055
H  -3.6633  26.8399  13.2132
O  -6.9585  28.2957  6.9542
H  -7.0235  27.3664  6.7182
H  -6.0200  28.5056  6.8986
O  -2.9642  30.9007  13.4081
H  -2.9707  30.3860  14.2187
H  -3.5795  30.4310  12.8283
O  -4.3567  32.8710  11.0911
H  -4.8261  32.0495  10.8934
H  -4.9980  33.5559  10.8879
O  -2.4324  28.6920  7.4446
H  -3.0455  28.3391  6.7958
H  -2.9352  28.7358  8.2727
O  -1.2264  25.7373  11.0837
H  -1.5053  26.6537  10.9743
H  -1.9114  25.3337  11.6223
O  -5.4016  29.2807  14.5576
H  -4.8065  28.6257  14.1551
H  -6.2461  29.1401  14.1227
O  -6.2191  31.1903  7.6780
H  -5.5233  31.0094  8.3269
H  -6.6033  30.3267  7.4951
O  -1.5498  31.7979  7.9727
H  -1.8746  30.8981  8.0733
H  -2.3320  32.3121  7.7574
O  -0.8451  28.5421  12.5199
H  -1.7272  28.1731  12.6509
H  -0.4605  28.5544  13.3999
O  -1.2133  30.9885  10.7513
H  -1.9001  30.3428  10.5619
H  -0.5300  30.4737  11.1890

Atomic forces in eV per Å
-0.7 0.0 0.4
0.3 0.3 0.2
-0.1 0.1 0.0
0.2 -0.1 0.1
0.0 0.0 -0.4
-0.2 0.1 0.1
0.0 0.1 0.0
0.0 -0.1 0.0
-0.2 0.0 0.0
-0.2 0.0 0.1
0.0 -0.1 -0.1
0.2 -0.1 -0.1
0.1 -0.1 0.0
-0.2 -0.3 0.0
0.6 -0.8 0.1
-0.1 0.2 -0.1
-0.1 -0.1 0.1
0.1 0.1 -0.1
-0.1 0.0 0.1
0.1 -0.1 0.0
0.1 -0.1 0.1
-0.2 0.0 0.1
0.1 0.3 0.1
0.2 0.1 -0.1
-0.1 0.2 0.2
-0.1 0.0 0.0
0.0 -0.1 0.0
0.0 0.1 -0.1
0.5 -0.1 -0.5
-0.1 -0.1 0.0
0.2 0.1 -0.1
0.0 -0.1 0.0
0.0 -0.2 0.4
-0.3 0.3 -0.1
0.0 0.1 -0.1
-0.1 0.1 0.1
0.2 0.0 -0.3
-0.2 0.0 0.0
0.1 0.2 -0.4
0.0 -0.1 0.0
-0.1 0.0 0.1
0.2 -0.3 -0.1
-0.2 0.4 0.1
0.0 0.1 0.0
0.2 0.1 -0.2
0.1 0.1 0.2
-0.2 -0.2 0.2

=====

# 4
BF4H36O18 | ωB97M-V/def2-TZVPD

Computed properties:
Kohn-Sham gap ... 9.425 eV
HOMO ... -0.2672 hartree
Energy above the lowest of the compared OMol25 structures with the same formula, charge and spin ... 0.044 eV
LUMO level ... 2.2 eV
F_max ... 3.01 eV Å⁻¹
Charge ... -1

Geometry (Å):
B  0.1705  -0.2217  0.0084
F  -0.1072  0.3412  -1.2815
F  -1.0237  -0.6708  0.5619
F  0.9644  -1.2693  -0.1466
F  0.7314  0.8373  0.6426
O  -0.3499  -1.3252  -3.7468
H  -0.5486  -1.6549  -2.8722
H  0.5188  -1.0192  -3.6897
O  2.1874  2.5399  -0.7152
H  2.9607  2.6563  -0.2124
H  1.6563  1.9522  -0.1963
O  2.8133  0.4586  2.7757
H  3.2919  1.0974  3.2646
H  3.2882  0.3670  1.9098
O  -1.0675  1.3077  -4.3785
H  -1.1921  1.7541  -3.5469
H  -0.7281  0.4554  -4.0629
O  1.4529  3.2126  2.5505
H  2.3578  3.1190  2.2516
H  0.8376  3.1759  1.7875
O  -0.9551  1.4627  2.6682
H  -0.9976  1.4006  3.5921
H  -0.0594  1.4239  2.4662
O  -2.0885  -0.9909  3.0256
H  -1.3217  -0.7817  2.5190
H  -2.0279  -0.2507  3.5897
O  1.3597  -3.2220  1.8479
H  0.4620  -3.1810  1.5649
H  1.2975  -3.9395  2.4351
O  -1.0270  -2.6837  -1.4610
H  -0.9885  -2.0182  -0.7055
H  -1.8934  -3.0693  -1.4257
O  2.1321  -2.8945  -2.1393
H  2.4979  -2.3530  -1.4749
H  1.2113  -3.1247  -1.9703
O  -1.5481  -3.3839  1.4042
H  -1.9667  -3.8751  2.0740
H  -2.0536  -2.5811  1.4263
O  -2.4666  1.9639  0.5461
H  -2.0620  1.3412  1.2535
H  -2.0021  1.8542  -0.2856
O  3.3032  -2.0648  0.6549
H  2.6013  -2.3144  1.3008
H  2.8721  -1.4626  0.0964
O  3.3628  -0.1837  -1.4731
H  2.9870  0.6499  -1.2900
H  4.3325  0.0521  -1.4539
O  -1.5023  2.8560  -2.0748
H  -2.0266  3.6739  -2.0238
H  -0.6770  3.0336  -2.5525
O  -2.7290  0.1194  -1.8443
H  -1.7727  0.1853  -1.6629
H  -2.9507  -0.7635  -2.0280
O  -3.7292  -1.4880  0.5341
H  -3.6626  -0.7451  -0.0303
H  -3.5474  -1.2143  1.4046
O  -0.1917  3.8490  0.5771
H  -0.7485  3.3018  0.0406
H  0.3624  4.3046  -0.0288

Atomic forces in eV per Å
-1.1 1.0 -1.9
-0.3 -0.1 -0.5
-0.4 0.2 0.6
1.3 -1.5 0.0
0.7 0.9 2.0
-1.9 -0.2 -1.1
-0.3 -0.5 0.7
2.4 0.5 0.2
-0.3 0.5 -1.8
1.6 0.4 0.9
-1.0 -0.7 0.6
0.0 -1.0 -1.8
0.7 1.0 0.8
-0.6 -0.2 1.2
0.6 0.0 -0.3
-0.7 0.1 0.2
-0.3 -0.5 -0.4
-0.1 0.0 0.6
-0.2 -0.1 -0.3
0.4 0.4 0.0
-2.4 0.0 -0.6
0.0 0.3 2.0
2.9 0.0 -0.8
-0.8 -1.4 0.2
1.0 -0.2 -1.4
-0.7 1.1 1.3
0.4 0.5 0.0
-1.5 0.6 -0.9
0.5 -1.5 1.4
0.7 1.4 1.0
-0.3 -1.5 -1.2
-0.6 -0.3 0.2
-0.4 -1.4 -2.2
0.1 0.8 1.3
0.2 0.4 0.5
1.1 0.0 -1.0
-0.7 -1.2 1.4
-0.4 1.0 -0.4
0.3 -0.9 1.7
-0.7 1.7 -2.0
-0.1 -0.6 -0.2
1.2 -0.9 1.8
0.7 -0.1 -0.7
-0.6 1.4 -1.2
2.7 -0.8 -0.3
-1.3 1.8 0.2
-1.4 -0.8 -0.1
0.1 0.5 0.3
0.4 -0.4 -0.3
-0.2 0.4 0.3
0.0 1.9 0.6
-0.4 -0.4 -0.3
0.0 -1.8 -0.6
-0.8 -2.4 -0.7
0.4 1.6 -0.9
0.4 1.0 1.7
-0.3 0.3 1.1
-0.8 -0.7 -0.3
0.9 0.5 -0.8

=====

# 5
BH18O7 | ωB97M-V/def2-TZVPD

Computed properties:
Kohn-Sham gap ... 9.250 eV
HOMO ... -0.2356 hartree
Energy above the lowest of the compared OMol25 structures with the same formula, charge and spin ... 1.928 eV
LUMO level ... 2.8 eV
F_max ... 6.24 eV Å⁻¹
Charge ... -1

Geometry (Å):
B  -0.3367  0.0718  0.1628
H  -0.3337  -1.0892  0.0018
H  -0.0007  0.6518  -0.8782
H  -1.4477  0.5038  0.5128
H  0.3883  0.3038  1.0508
O  -2.2847  3.0918  -1.6792
H  -1.7397  2.5308  -1.0822
H  -1.8597  3.8858  -1.4982
O  2.9753  -1.0722  2.2258
H  2.2053  -1.4862  1.7378
H  3.1313  -1.6692  3.0158
O  -2.9807  -0.8952  -1.8162
H  -2.3877  -1.4732  -2.3412
H  -2.2497  -0.7472  -1.3292
O  1.3473  -2.9532  -2.2122
H  0.3073  -2.9132  -2.2872
H  1.7633  -2.1062  -1.9012
O  -1.9297  -0.8972  3.0128
H  -1.3787  -1.2022  3.8298
H  -1.2177  -1.0092  2.1978
O  0.2053  3.2338  1.0548
H  0.1063  3.5148  1.8888
H  0.1303  2.2518  0.9778
O  2.6493  -0.4332  -1.8522
H  3.1213  -0.1882  -1.0952
H  1.8173  0.0938  -1.6972

Atomic forces in eV per Å
-1.0 1.1 -0.5
-0.2 -1.3 -0.3
0.1 0.0 0.1
0.2 -0.2 -0.3
1.0 0.4 0.9
-0.2 -2.5 0.4
-0.7 -0.3 -0.5
1.0 2.7 0.2
-0.8 -1.8 0.7
1.1 0.8 0.8
-0.4 1.0 -1.5
-2.0 -2.1 -3.4
-1.5 -0.3 -1.0
3.5 2.4 4.5
-2.4 -0.1 -0.2
3.5 0.6 0.6
-1.1 -0.5 -0.4
4.1 -1.4 -0.5
-1.4 0.8 -2.3
-2.7 0.7 2.8
0.6 -1.9 -5.3
-0.7 1.0 4.8
0.0 0.8 0.4
-2.3 0.4 -1.3
1.5 0.3 1.9
0.6 -0.7 -0.3

=====

# 6
BH22NiO9 | ωB97M-V/def2-TZVPD

Computed properties:
Kohn-Sham gap (alpha / beta) ... 7.765 / 5.858 eV
HOMO (alpha / beta) ... -0.4632 / -0.4632 hartree
Spin multiplicity ... 3
Energy above the lowest of the compared OMol25 structures with the same formula, charge and spin ... 1.500 eV
LUMO level (alpha / beta) ... -4.8 / -6.7 eV
F_max ... 2.27 eV Å⁻¹
Charge ... +1

Geometry (Å):
Ni  1.3659  1.8570  0.0100
B  -0.3377  -0.1983  0.2786
H  -0.8541  -1.1615  -0.0513
H  0.7922  -0.4732  0.2573
H  -0.3671  0.7202  -0.4252
H  -0.6450  0.0853  1.3410
O  -2.4092  0.8609  -1.9610
H  -1.5913  0.8196  -1.4487
H  -3.0057  0.2294  -1.5144
O  0.7245  2.2335  -1.8733
H  0.4049  3.0883  -2.1976
H  0.9371  1.7264  -2.6705
O  1.7502  1.2424  1.9670
H  2.0949  1.6875  2.7539
H  1.7708  0.2957  2.1770
O  -0.4355  -4.1138  -0.0357
H  -0.0424  -3.3815  -0.5331
H  -1.3633  -3.8812  0.0602
O  -3.3171  -0.7906  0.1181
H  -3.4750  -1.7102  -0.1245
H  -2.3542  -0.6694  0.0291
O  -0.2092  2.9383  0.9085
H  -0.3869  3.0098  1.8562
H  -0.7731  3.6071  0.4954
O  0.9144  -2.2277  -1.6778
H  1.3323  -1.7401  -2.3933
H  0.6373  -1.5502  -1.0252
O  -0.4855  -1.7476  2.8903
H  0.2372  -1.2674  3.3000
H  -0.7015  -1.2403  2.0807
O  2.9199  0.7694  -0.8266
H  3.1675  -0.0962  -0.4637
H  3.7050  1.0783  -1.3015

Atomic forces in eV per Å
-1.6 -1.6 0.5
1.3 0.5 0.5
-0.7 -1.0 -1.0
1.9 -0.5 0.5
-0.4 1.3 -1.0
-0.4 0.9 1.2
0.1 0.1 -0.2
-0.4 -0.1 -0.2
0.1 0.4 -0.1
0.2 0.8 -0.4
-0.1 -0.1 0.1
0.0 -0.2 0.2
0.4 0.2 0.2
0.1 0.2 -0.2
-0.3 0.0 -0.4
0.0 0.3 0.0
-0.1 -0.5 -0.1
0.0 -0.1 0.1
0.1 0.1 -0.2
-0.1 0.0 0.1
-0.6 -0.3 0.3
0.4 0.5 -0.2
0.1 -0.3 0.0
0.0 -0.2 -0.1
0.2 0.7 0.3
-0.1 -0.2 -0.2
0.2 -0.4 -0.6
-0.1 0.1 -0.3
0.0 0.0 0.1
0.2 -0.6 0.8
0.3 0.0 0.0
-0.3 0.0 0.0
-0.1 0.2 0.0